Molecular formula: C36H44FeN2Si
Method: DFT, ωB97M-V/def2-TZVPD

Its expectation value of S² is 9.2497. As for the spin multiplicity: 6. The value obtained for the max |F| is 3.32 eV/A. As for the HOMO energy (alpha / beta): -7.53 / -11.04 eV. The total charge is +1. The orbital gap (alpha / beta) comes out at 2.90 / 6.99 eV.

Last column: Löwdin charge in e.
Atoms and positions in Å:
C -1.16900 -1.03936 0.95921  -0.14
C -1.78070 -0.85782 -0.32876  -0.18
C -1.01931 -1.60941 -1.28353  -0.15
H -2.72205 -0.35207 -0.52504  0.09
C 0.02711 -2.28855 -0.58419  -0.11
C -0.07183 -1.94043 0.79345  -0.10
H 0.55789 -2.32113 1.59318  0.12
H -1.54473 -0.63345 1.89627  0.11
H -1.26461 -1.70416 -2.34123  0.12
H 0.71651 -3.01207 -1.01348  0.12
Fe 0.19674 0.16057 -0.50664  0.84
C -1.65862 4.41244 -2.02443  -0.14
H -1.42158 4.12450 -3.05509  0.04
H -0.90847 5.14918 -1.69931  0.03
H -2.64551 4.91275 -2.06958  0.07
Si -1.75998 2.97338 -0.77826  0.68
C -2.70071 3.13953 0.81448  -0.31
C -3.41324 2.05423 1.34102  -0.11
H -3.54799 1.13266 0.76097  0.09
C -3.99235 2.16668 2.61005  -0.06
H -4.58882 1.34423 3.00526  0.11
C -3.82321 3.34465 3.35101  -0.06
H -4.29595 3.44483 4.32966  0.11
C -3.05237 4.40087 2.84450  -0.06
H -2.90362 5.31265 3.42172  0.11
C -2.47859 4.29445 1.57359  -0.09
H -1.87403 5.10510 1.14682  0.11
C -2.76926 1.86628 -1.95360  -0.32
C -4.15427 1.74315 -1.78514  -0.10
H -4.65214 2.18121 -0.91942  0.10
C -4.91792 1.07089 -2.75388  -0.06
H -5.99379 0.98663 -2.61015  0.11
C -4.31079 0.52045 -3.88464  -0.07
H -4.91437 0.02653 -4.64589  0.11
C -2.92655 0.63662 -4.05190  -0.08
H -2.44609 0.21777 -4.93930  0.11
C -2.16058 1.31943 -3.10276  -0.13
H -1.09047 1.45361 -3.28114  0.09
H -0.44580 1.85705 -1.05723  0.04
H -0.74598 2.18545 0.19790  0.08
C 5.62948 -3.56740 -1.45691  -0.06
C 4.88662 -2.95303 -2.65009  -0.57
C 5.90589 -2.35601 -3.62964  -0.04
C 4.10698 -4.06823 -3.36131  -0.05
C 3.92167 -1.85133 -2.21275  -0.16
C 2.94798 -1.40518 -3.11050  -0.02
C 1.90768 -0.59991 -2.66989  -0.10
N 1.85558 -0.17467 -1.37466  -0.08
C 2.91283 -0.43703 -0.53117  -0.20
C 3.96225 -1.27320 -0.94123  0.06
C 2.72703 0.09093 0.80956  -0.20
C 3.70553 0.07801 1.81407  0.05
C 3.40380 0.57131 3.08592  -0.15
C 2.10062 1.03117 3.31439  -0.01
C 1.15943 1.01691 2.28725  -0.11
N 1.46164 0.57983 1.03587  -0.03
C 4.43766 0.51369 4.21631  -0.56
C 4.25322 1.67315 5.20269  -0.06
C 4.25593 -0.80688 4.98515  -0.04
C 5.88061 0.56770 3.68456  -0.06
H 6.25169 -4.39970 -1.81030  0.09
H 4.91661 -3.96107 -0.71953  0.09
H 6.28659 -2.83220 -0.97552  0.08
H 6.60543 -3.13269 -3.96071  0.09
H 5.40649 -1.93890 -4.51165  0.09
H 6.47857 -1.55541 -3.14560  0.09
H 3.33504 -4.47544 -2.69718  0.09
H 3.62853 -3.70733 -4.27703  0.08
H 4.79128 -4.88066 -3.63143  0.09
H 2.94269 -1.71380 -4.16013  0.12
H 1.10140 -0.29230 -3.32615  0.11
H 4.73852 -1.50552 -0.20997  0.11
H 4.68900 -0.30699 1.54667  0.11
H 1.78557 1.40387 4.29007  0.11
H 0.14959 1.38257 2.46260  0.11
H 3.30160 1.59443 5.73693  0.08
H 5.06151 1.65197 5.94576  0.09
H 4.29376 2.63359 4.67662  0.10
H 4.38572 -1.66782 4.31640  0.09
H 4.99467 -0.88040 5.79627  0.09
H 3.25227 -0.85863 5.42565  0.09
H 6.13778 -0.33166 3.11039  0.08
H 6.03034 1.45368 3.05266  0.10
H 6.57633 0.63055 4.53507  0.09

---

Molecular formula: C6H15NOS
Method: DFT, ωB97M-V/def2-TZVPD

As for the spin multiplicity: 1. The value obtained for the max |F| is 3.67 eV/A. As for the HOMO energy: -9.30 eV. The orbital gap comes out at 10.09 eV.

Last column: Löwdin charge in e.
Atoms and positions in Å:
C 2.12436 -0.59711 0.82544  -0.11
C 1.29861 -0.00512 -0.29936  -0.50
C 2.04224 0.95378 -1.20103  -0.11
S -0.07205 0.81150 0.54828  0.74
N -0.20148 0.38785 2.04523  -0.19
O 0.03105 2.21353 0.27684  -0.34
C -1.34397 0.12715 -0.52364  -0.45
C -2.63933 0.88845 -0.70760  -0.06
C -1.66772 -1.27986 0.04426  -0.09
H 2.42467 0.18036 1.48477  0.07
H 1.53792 -1.18164 1.47364  0.04
H 2.93871 -1.21927 0.35550  0.11
H 1.03624 -0.79234 -0.99142  0.11
H 2.83407 1.75235 -0.90824  0.12
H 1.37337 1.64538 -1.57234  0.02
H 2.49913 0.32901 -2.06748  0.12
H 0.12677 1.12007 2.59353  -0.01
H -0.73948 0.14394 -1.46105  0.12
H -3.39703 0.47853 -0.13589  0.05
H -2.33645 1.83760 -0.33213  0.06
H -3.01736 1.09444 -1.70095  0.09
H -1.60823 -1.15870 1.17320  0.08
H -0.90941 -2.06253 -0.13770  0.08
H -2.66341 -1.57046 -0.16522  0.06

---

Molecular formula: CH26F3O16S
Method: DFT, ωB97M-V/def2-TZVPD

As for the spin multiplicity: 1. The value obtained for the max |F| is 0.90 eV/A. As for the HOMO energy: -8.49 eV. The total charge is -1. The orbital gap comes out at 10.80 eV.

Last column: Löwdin charge in e.
Atoms and positions in Å:
C 0.88905 -0.67486 0.59255  -0.67
F 0.45381 -1.81438 1.11969  0.15
F 1.29274 0.12691 1.58138  0.14
F 1.92220 -0.93564 -0.20013  0.14
S -0.45781 0.07114 -0.38346  0.52
O -0.81389 -1.03786 -1.25884  -0.32
O -1.48820 0.42881 0.57297  -0.29
O 0.09312 1.21697 -1.07453  -0.30
O -5.22746 0.04243 -0.00230  -0.07
H -5.00833 -0.52441 0.74566  0.04
H -4.47770 0.66341 -0.07802  0.01
O 4.13406 0.79407 2.57570  -0.07
H 4.19202 -0.16125 2.43379  0.00
H 3.87013 1.11615 1.70871  0.02
O -2.49834 3.60086 1.32966  -0.05
H -2.78029 4.34377 0.78844  0.03
H -2.23566 2.92957 0.69061  -0.01
O 3.36675 -3.22030 -2.03857  -0.07
H 2.87626 -2.47862 -2.43582  -0.01
H 2.68904 -3.88542 -1.87421  0.03
O -3.47397 2.00102 -1.17457  -0.04
H -2.66763 1.47770 -1.04454  0.01
H -3.60604 2.00327 -2.12906  0.06
O -0.40917 -3.94251 -1.97842  -0.06
H -1.12157 -4.39937 -1.51965  0.04
H -0.61957 -3.00680 -1.85316  -0.01
O 1.10555 2.87235 -3.22817  -0.07
H 0.67281 2.32310 -2.55243  -0.02
H 1.03238 2.37344 -4.04599  0.02
O 4.49742 -1.75996 1.07383  -0.05
H 3.95545 -2.08151 0.34196  0.02
H 4.93071 -2.53698 1.44005  0.05
O 1.04881 3.89336 0.78998  -0.05
H 1.85163 3.37134 0.88642  0.03
H 0.65553 3.56459 -0.02719  0.01
O -3.60133 -2.06977 -1.24225  -0.08
H -4.12949 -1.26595 -1.10845  -0.01
H -2.69392 -1.74584 -1.35358  -0.02
O -2.23024 0.69553 3.44395  -0.07
H -1.99402 0.96700 2.54258  -0.01
H -2.80329 -0.06492 3.31104  0.02
O 2.01408 -0.84038 -3.05793  -0.04
H 1.26441 -0.87435 -2.45164  0.01
H 1.86361 -0.07273 -3.61456  0.04
O 1.61420 -0.50553 4.62593  -0.06
H 1.10374 -0.20416 3.86544  0.01
H 0.94842 -0.77326 5.26714  0.03

---

Molecular formula: C23H54BrN3O
Method: DFT, ωB97M-V/def2-TZVPD

As for the spin multiplicity: 1. The value obtained for the max |F| is 2.69 eV/A. As for the HOMO energy: -8.42 eV. The total charge is +2. The orbital gap comes out at 4.94 eV.

Last column: Löwdin charge in e.
Atoms and positions in Å:
C -25.82686 1.59329 -1.55860  -0.08
C -26.06309 3.08878 -1.35451  -0.25
C -24.87110 3.89724 -1.86012  -0.23
C -23.67031 3.89600 -0.98624  -0.09
N -22.67217 5.03968 -1.45769  -0.22
C -23.27750 6.47156 -1.39268  -0.07
C -22.11101 7.45729 -1.08549  -0.13
C -20.99550 6.56799 -0.53122  -0.17
C -21.54109 5.16338 -0.35408  -0.10
C -21.87435 4.74583 -2.79280  0.09
H -24.89375 1.23245 -1.12591  0.07
H -25.61152 1.52747 -2.62509  0.07
H -26.70291 0.98540 -1.33254  0.08
H -26.27879 3.35612 -0.32005  0.11
H -26.95378 3.49601 -1.83298  0.11
H -25.23242 4.89359 -2.11474  0.11
H -24.60676 3.53694 -2.85431  0.11
H -23.10173 2.97270 -0.87513  0.14
H -23.92863 4.22397 0.02064  0.13
H -23.80168 6.67249 -2.32700  0.13
H -23.97287 6.42991 -0.55434  0.13
H -21.80349 8.05941 -1.94046  0.12
H -22.36353 8.22569 -0.35480  0.12
H -20.18176 6.59777 -1.25582  0.12
H -20.50723 6.83120 0.40708  0.13
H -20.82042 4.35182 -0.25353  0.14
H -22.11862 5.08138 0.56670  0.12
H -21.12472 4.01036 -2.50086  0.10
H -21.42224 5.72076 -2.97502  0.10
H -22.60527 4.32343 -3.48231  0.10
C -11.10044 15.11075 -0.39912  -0.10
C -11.42134 14.67840 -1.84637  -0.23
C -12.83422 15.00726 -2.36401  -0.21
C -13.95890 14.47016 -1.52778  -0.09
N -15.36102 15.08764 -1.98795  -0.21
C -15.67999 15.07039 -3.54225  -0.04
C -16.48373 16.35430 -3.74066  -0.14
C -16.68052 17.08636 -2.38948  -0.15
C -15.52056 16.55087 -1.54735  -0.11
C -16.37041 14.21178 -1.21303  0.04
H -11.69223 15.94097 -0.01358  0.07
H -10.06048 15.35560 -0.18319  0.08
H -11.53800 14.38862 0.29020  0.07
H -11.08978 13.66307 -2.06374  0.11
H -10.70994 15.25537 -2.43722  0.11
H -12.89514 14.68838 -3.40454  0.11
H -12.89101 16.06647 -2.61492  0.11
H -13.92666 14.58596 -0.44443  0.13
H -13.86561 13.38708 -1.60736  0.14
H -16.12842 14.10875 -3.79176  0.14
H -14.68278 15.04739 -3.98174  0.10
H -17.46490 16.08294 -4.13024  0.12
H -15.99070 16.94293 -4.51431  0.12
H -17.61357 16.73199 -1.95136  0.10
H -16.82278 18.16653 -2.35637  0.13
H -15.84149 16.73463 -0.52200  0.14
H -14.73089 17.26446 -1.78254  0.14
H -16.16862 13.19089 -1.53732  0.11
H -17.34805 14.61979 -1.46961  0.11
H -16.05247 14.42137 -0.19171  0.10
C -16.61964 12.95468 -14.17273  0.04
N -17.00579 14.31826 -13.54189  -0.32
C -15.86833 15.41836 -13.62604  0.06
C -18.27872 14.75916 -14.27886  0.02
C -17.18565 14.01738 -12.09829  -0.15
C -18.37436 13.12249 -11.64287  -0.23
O -19.61543 13.34803 -12.22751  -0.03
H -15.75752 12.41751 -13.77737  0.12
H -16.47614 13.14292 -15.23672  0.11
H -17.53959 12.39800 -13.99410  0.10
H -15.69107 15.53991 -14.69464  0.11
H -15.00288 15.04000 -13.08207  0.10
H -16.21731 16.28842 -13.06988  0.10
H -18.75677 15.54678 -13.69642  0.11
H -19.02782 13.97720 -14.40337  0.10
H -18.00151 14.95635 -15.31441  0.11
H -17.36001 14.95025 -11.56216  0.13
H -16.21989 13.66777 -11.73334  0.14
H -18.38367 13.49619 -10.61896  0.13
H -18.00480 12.09712 -11.63087  0.13
H -20.00074 14.01648 -11.65628  0.11
Br -17.10859 8.63546 -6.50015  -1.00

---

Q: Which of these has the lowest max |F|?
A: CH26F3O16S